(1)
75
Properties=species:S:1:pos:R:3:forces:R:3:mulliken_charge:R:1 method="wB97M-V/def2-TZVPD" multiplicity=2 homo_lumo_gap_ev="4.521 / 4.542" homo_energy_ha="-0.3096 / -0.3097" total_charge=+1 lumo_energy_ev="-3.904 / -3.884"
C -2.719 -0.283 4.217 -0.39 -0.77 -0.94 -0.7638
C -2.845 0.465 2.995 -0.39 -0.93 -0.29 -0.5989
C -2.457 -0.396 1.900 -1.12 -0.71 0.78 -0.7330
H -3.283 1.459 2.890 0.39 -0.28 0.06 0.5493
C -2.092 -1.679 2.461 -1.37 0.35 0.37 0.0128
C -2.252 -1.599 3.888 -1.41 0.43 -0.96 -0.8442
H -2.192 -2.444 4.578 0.32 0.41 -0.25 0.5936
H -3.036 0.044 5.213 0.37 -0.05 -0.46 0.6824
H -2.516 -0.151 0.844 0.13 -0.06 0.20 0.8082
H -1.863 -2.575 1.892 0.23 0.31 0.20 0.5750
Ti -0.686 -0.103 3.074 2.25 1.14 0.41 0.4314
Si -0.830 -0.465 -2.491 0.85 0.31 -2.73 0.2995
C -0.656 1.187 -3.407 -0.15 0.16 0.35 0.5736
C 0.374 1.342 -4.358 -0.42 0.32 0.22 -0.1915
H 1.061 0.517 -4.565 -0.17 0.22 0.12 0.4323
C 0.499 2.538 -5.062 0.23 -0.34 -0.03 -0.5959
H 1.287 2.632 -5.810 -0.20 0.03 0.16 0.3889
C -0.360 3.604 -4.810 -0.32 -0.02 0.48 -0.5293
H -0.239 4.548 -5.337 -0.02 -0.18 0.08 0.3893
C -1.369 3.460 -3.851 0.08 0.02 -0.19 -0.5725
H -2.021 4.295 -3.611 0.02 -0.07 -0.17 0.4037
C -1.541 2.249 -3.181 0.44 0.05 -0.19 -0.4225
H -2.361 2.129 -2.467 0.26 0.11 -0.19 0.3654
C -0.783 -1.568 -4.066 0.29 -0.58 0.46 0.2684
C -1.506 -1.201 -5.220 0.25 -0.22 -0.03 -0.1873
H -2.118 -0.293 -5.225 0.21 -0.33 0.06 0.3514
C -1.412 -1.959 -6.392 -0.03 0.07 0.39 -0.5902
H -1.956 -1.645 -7.279 0.03 -0.08 0.14 0.3835
C -0.616 -3.103 -6.426 0.04 0.18 0.28 -0.5201
H -0.572 -3.707 -7.331 0.10 0.15 0.21 0.3653
C 0.120 -3.458 -5.294 0.00 -0.12 0.06 -0.4836
H 0.772 -4.326 -5.331 -0.10 0.05 0.00 0.3758
C 0.037 -2.713 -4.114 -0.37 0.39 -0.55 -0.3295
H 0.631 -2.992 -3.239 -0.16 0.02 -0.28 0.2915
H -2.258 -0.619 -2.059 0.12 0.20 0.66 -0.2850
Si 2.345 0.094 -0.899 -3.69 -0.74 -0.44 0.1993
C 1.904 -1.613 -0.213 0.48 -0.54 0.31 0.6333
C 0.621 -2.171 -0.096 0.29 -0.38 0.22 0.5962
H -0.260 -1.592 -0.412 0.40 -0.28 -0.05 -0.1817
C 0.431 -3.464 0.398 -0.09 0.44 0.05 -0.9705
H -0.581 -3.880 0.452 0.36 0.12 -0.06 0.5416
C 1.522 -4.234 0.807 0.35 0.07 0.11 -0.8311
H 1.363 -5.244 1.200 0.14 0.41 -0.24 0.3978
C 2.810 -3.695 0.710 -0.25 -0.07 -0.01 -0.6626
H 3.671 -4.274 1.040 -0.17 0.07 -0.13 0.4190
C 3.000 -2.410 0.191 -0.55 0.29 -0.03 -0.5205
H 4.006 -1.995 0.106 -0.18 -0.23 0.11 0.3298
C 1.251 1.614 -0.680 0.15 0.76 0.06 1.0076
C -0.091 1.594 -0.262 0.07 0.21 0.01 1.0114
H -0.601 0.634 -0.120 0.21 0.29 -0.09 -0.3963
C -0.807 2.760 -0.026 0.27 -0.17 0.06 -0.9164
H -1.847 2.696 0.294 0.14 0.06 -0.08 0.4861
C -0.201 4.007 -0.218 0.30 -0.13 0.08 -0.8654
H -0.758 4.922 -0.012 0.21 -0.22 -0.14 0.4419
C 1.116 4.052 -0.677 -0.29 0.37 -0.07 -0.7655
H 1.598 5.022 -0.827 -0.16 -0.34 -0.06 0.4136
C 1.819 2.878 -0.945 -0.15 -0.72 0.32 -0.8058
H 2.836 2.917 -1.340 -0.19 0.18 0.20 0.3891
H 3.665 0.417 -0.486 1.25 0.20 -0.20 -0.2146
Cl 1.315 0.296 2.125 0.03 0.12 0.18 -0.5753
N 0.305 -1.141 4.630 0.81 -0.63 0.80 -0.3349
C 1.620 -0.573 5.120 -0.04 -0.48 -0.24 -0.7032
C 1.433 0.731 5.868 0.06 0.09 0.22 -0.5768
C 0.846 1.861 5.039 -0.46 0.35 -0.18 -0.7147
N -0.507 1.509 4.465 -0.02 0.85 0.65 -0.3472
H 0.458 -2.085 4.264 0.21 0.19 0.14 0.3169
H -0.316 -1.281 5.431 0.33 0.07 -0.12 0.3651
H 2.114 -1.332 5.738 -0.12 0.23 0.09 0.4422
H 2.249 -0.400 4.245 -0.14 -0.17 0.18 0.3444
H 0.849 0.574 6.783 -0.08 0.01 -0.07 0.2837
H 2.423 1.063 6.211 -0.22 -0.09 -0.06 0.3872
H 0.718 2.766 5.647 0.17 -0.25 -0.03 0.4532
H 1.502 2.111 4.201 -0.14 -0.10 0.09 0.3728
H -1.166 1.349 5.235 0.42 0.12 -0.19 0.3301
H -0.900 2.328 3.987 0.33 -0.12 0.15 0.3260

=====

(2)
81
Properties=species:S:1:pos:R:3:forces:R:3:mulliken_charge:R:1 method="wB97M-V/def2-TZVPD" multiplicity=5 homo_lumo_gap_ev="5.241 / 5.844" homo_energy_ha="-0.0655 / -0.0876" total_charge=-2 lumo_energy_ev="3.459 / 3.459"
Fe -1.625 -0.410 -2.994 -0.33 -0.87 0.71 0.1901
C 1.691 1.443 2.001 -0.05 -3.37 2.23 -1.5238
Si 1.436 0.333 3.520 -0.50 1.77 -1.70 0.5651
C 0.239 -0.935 2.914 -1.27 -0.92 4.84 -0.8193
C 0.640 1.378 4.925 -0.48 -0.91 0.60 0.4473
C -0.620 1.987 5.175 7.10 -1.16 4.75 -1.4030
C -0.750 2.599 6.344 -5.63 4.07 3.39 -0.0111
C 0.184 2.777 7.346 -0.23 -0.14 2.87 -0.3986
C 1.344 2.172 7.120 6.00 -2.14 1.97 -0.3470
C 1.566 1.326 5.968 -0.73 2.76 1.87 0.3078
Si 2.909 0.364 5.306 2.70 -3.76 -1.24 0.2034
C 3.081 -1.571 5.760 -8.11 10.48 10.62 -1.2844
C 4.686 0.963 5.262 1.72 -1.30 2.65 -1.1431
H 2.259 1.019 1.257 1.69 -1.41 -1.64 0.4407
H 2.118 2.302 2.237 1.72 4.26 1.06 0.6267
H 0.798 1.537 1.531 -3.07 0.69 -1.20 0.3794
H -0.787 -0.505 2.913 0.78 0.02 -0.86 0.4269
H 0.021 -1.428 4.194 0.85 0.17 -3.85 0.1299
H 0.536 -1.532 2.038 -0.48 -0.27 0.83 0.1115
H -1.151 2.049 4.426 -6.26 0.64 -6.91 0.9259
H -1.785 3.227 6.738 2.43 -2.01 -1.87 0.0710
H -0.005 3.104 8.448 -0.06 0.08 -2.53 0.2287
H 2.396 2.268 8.079 -3.47 -0.39 -3.06 0.0130
H 3.199 -1.542 7.013 0.13 -0.72 -3.44 0.1818
H 3.543 -2.136 5.259 7.35 -7.81 -6.77 0.6156
H 2.023 -1.773 5.605 -0.30 -0.59 0.25 0.2996
H 5.167 0.723 4.299 0.14 -0.52 0.69 0.3673
H 5.487 0.407 6.512 -2.23 1.52 -3.81 0.1598
H 4.778 2.020 5.341 0.18 0.99 0.41 0.4076
O -0.577 -3.892 -3.639 1.20 -0.90 0.27 -0.5662
S -1.232 -2.758 -4.264 -3.15 1.23 1.63 0.5858
O -2.459 -2.345 -3.158 2.08 0.52 -1.91 -0.7668
O -0.388 -1.450 -4.075 0.82 -0.50 -0.38 -0.7018
S -0.349 0.670 -1.150 0.13 -1.46 0.62 -0.3707
C 0.437 -0.739 -0.533 0.37 1.60 -0.53 0.0214
C 1.288 -1.506 -0.114 1.21 -1.62 -0.14 -0.4744
C 2.426 -2.454 -0.019 0.67 0.83 -1.13 0.9813
C 3.699 -1.992 0.526 -2.28 -0.57 0.13 -0.4667
C 4.790 -2.803 0.550 -1.47 -2.18 -1.12 -0.6447
C 4.702 -4.139 -0.040 2.29 2.69 1.23 -0.4595
C 3.602 -4.522 -0.699 -2.52 -0.59 -1.77 -0.1285
C 2.445 -3.669 -0.752 3.50 1.31 3.48 -1.7173
H 3.680 -1.009 0.972 0.27 0.18 0.04 0.3916
H 5.667 -2.458 1.007 1.28 0.25 0.43 0.4659
H 5.647 -4.665 -0.108 -0.23 -0.41 0.14 0.3035
H 3.611 -5.474 -1.300 -0.13 1.05 0.75 0.3139
H 1.617 -3.812 -1.291 -3.12 -1.36 -2.03 1.2118
N 2.599 -2.581 -3.739 -0.87 -0.11 1.97 -0.3553
C 3.030 -3.339 -4.890 -0.45 2.48 0.23 -0.1592
C 3.861 -2.449 -5.814 0.35 2.19 0.80 0.4364
O 4.036 -1.136 -5.346 -0.58 -2.01 0.06 -0.5347
O 4.378 -2.787 -6.841 -0.08 -0.30 -0.19 -0.6139
H 1.619 -2.246 -3.814 0.58 -0.26 -0.07 0.0159
H 3.582 -1.125 -4.447 0.22 -0.32 -0.78 0.4409
H 2.638 -3.103 -2.814 0.13 0.89 -1.99 0.1058
H 2.234 -3.780 -5.418 -1.13 -0.38 -0.99 0.3351
H 3.627 -4.123 -4.603 1.72 -1.91 0.72 0.3709
Ge -3.062 1.514 -3.520 1.04 0.30 0.01 0.5993
C -4.795 1.043 -4.246 -0.06 -1.07 0.40 -0.0910
C -5.363 -0.216 -3.938 0.23 0.11 0.41 -0.1009
C -6.646 -0.558 -4.306 -0.38 -0.04 -1.38 -0.7275
C -7.340 0.383 -5.070 -0.74 0.77 0.41 -0.2282
C -6.835 1.654 -5.320 -1.05 -0.13 -0.87 -0.4629
C -5.510 1.925 -5.007 -0.87 2.34 -0.43 -0.1408
C -3.352 2.889 -2.087 1.33 -0.59 -1.61 0.2282
C -4.236 2.565 -1.103 -1.46 -1.17 1.27 -0.3753
C -4.415 3.403 -0.033 -0.24 1.40 1.64 -0.3336
C -3.679 4.600 0.140 -0.11 -1.85 -1.55 -0.7292
C -2.709 4.850 -0.828 -0.36 -0.25 0.27 -0.3538
C -2.521 4.004 -1.912 -0.94 0.19 0.09 -0.3978
H -2.484 2.381 -4.680 -0.02 0.29 -0.10 -0.1541
H -4.805 -0.969 -3.395 0.40 0.17 0.10 0.3062
H -7.058 -1.570 -4.162 0.27 0.60 0.16 0.3245
H -8.353 0.291 -5.433 -0.26 -0.77 0.21 0.3100
H -7.585 2.370 -5.784 1.49 -0.66 0.37 0.2484
H -5.124 2.943 -5.294 -0.10 -1.18 0.50 0.2316
H -4.829 1.602 -1.045 0.77 1.13 -0.64 0.2096
H -5.150 3.146 0.736 0.17 0.00 -0.20 0.2905
H -3.856 5.243 0.964 -0.07 0.50 0.65 0.4484
H -2.090 5.710 -0.758 0.50 0.76 0.16 0.3822
H -1.791 4.318 -2.646 0.07 -0.36 -0.18 0.3270

=====

(3)
79
Properties=species:S:1:pos:R:3:forces:R:3:mulliken_charge:R:1 method="wB97M-V/def2-TZVPD" homo_lumo_gap_ev=7.687 homo_energy_ha=-0.6107 total_charge=+3 lumo_energy_ev=-8.930
Ir -0.778 0.421 0.401 1.24 0.88 2.31 1.8159
C -0.009 2.034 3.420 0.08 0.04 0.06 -1.0539
C 0.864 0.809 3.295 -0.06 0.06 0.17 -0.3541
S 0.220 -0.530 2.278 0.28 0.23 0.18 0.1959
C -1.011 -1.288 3.354 -0.17 -0.25 0.04 -0.9468
C -2.311 -0.525 3.490 0.22 0.16 0.07 -0.7868
S -2.896 -0.098 1.842 -0.15 -0.33 -0.93 0.1079
C -3.560 1.558 2.048 -0.16 0.07 0.08 -0.2877
C -2.602 2.634 2.524 0.02 0.14 -0.01 -0.8094
S -0.897 2.484 1.889 -0.39 0.11 -0.61 0.0619
H 0.626 2.884 3.669 -0.05 0.04 -0.01 0.6974
H -0.753 1.940 4.205 0.02 -0.06 0.00 0.5969
H 1.076 0.375 4.275 -0.03 -0.03 -0.02 0.8689
H 1.816 1.051 2.838 0.07 0.01 0.05 -0.5205
H -0.513 -1.426 4.315 0.01 -0.05 -0.02 0.6785
H -1.172 -2.278 2.920 -0.01 0.02 -0.01 0.2015
H -2.210 0.362 4.112 0.03 -0.01 -0.02 0.2893
H -3.063 -1.171 3.943 -0.01 0.02 0.04 0.6358
H -4.424 1.505 2.712 0.02 -0.01 0.02 0.5831
H -3.923 1.794 1.054 -0.07 -0.02 0.02 0.0113
H -2.529 2.690 3.608 0.00 -0.03 0.00 0.4193
H -2.972 3.601 2.186 0.03 0.03 0.03 0.5614
N 1.709 -0.747 -0.461 0.06 -0.04 -0.28 -0.0476
P 1.373 0.907 -0.349 0.35 -0.73 -0.60 0.2535
C 1.763 1.565 -1.978 -0.19 0.28 -0.03 0.0615
C 2.107 2.915 -2.128 0.04 -0.06 0.02 -0.7867
C 2.405 3.420 -3.381 -0.02 0.00 -0.01 -0.8834
C 2.357 2.590 -4.494 -0.01 0.02 -0.01 -0.5867
C 2.017 1.251 -4.355 -0.02 -0.02 0.01 -0.8839
C 1.703 0.738 -3.107 0.16 0.00 0.02 0.4654
C 2.557 1.675 0.746 -0.05 0.01 0.22 0.4625
C 2.376 2.983 1.207 0.03 -0.01 -0.04 -0.4023
C 3.325 3.556 2.041 -0.02 -0.01 -0.01 -1.2773
C 4.449 2.829 2.416 0.00 -0.03 0.04 -0.6660
C 4.632 1.531 1.955 0.01 0.02 0.00 -0.8350
C 3.687 0.947 1.126 0.01 0.05 -0.06 -0.3305
P 0.170 -1.484 -0.468 0.06 -0.35 -0.64 0.0401
C -0.202 -2.080 -2.107 -0.21 0.01 -0.12 0.4499
C -1.401 -1.755 -2.736 0.01 -0.05 -0.03 -0.2797
C -1.696 -2.300 -3.979 0.00 0.00 0.04 -0.7642
C -0.796 -3.161 -4.588 0.03 -0.01 -0.01 -0.5953
C 0.405 -3.486 -3.962 -0.02 0.00 -0.02 -0.8528
C 0.699 -2.961 -2.717 0.01 0.04 0.02 -0.3559
C 0.327 -2.982 0.504 -0.23 0.04 0.14 0.5861
C 1.519 -3.358 1.121 0.03 -0.03 -0.07 -0.0927
C 1.587 -4.567 1.796 0.00 0.01 0.02 -0.7750
C 0.467 -5.385 1.878 0.02 -0.01 0.02 -0.6142
C -0.726 -5.007 1.273 -0.03 0.05 0.00 -0.6723
C -0.800 -3.806 0.586 -0.01 -0.04 -0.04 -0.7857
H 2.456 -1.083 -1.064 0.08 -0.06 0.12 0.5754
H 2.164 3.572 -1.271 0.03 0.00 -0.01 0.4112
H 2.688 4.459 -3.489 -0.02 0.00 0.00 0.4779
H 2.585 2.989 -5.474 0.04 -0.01 0.01 0.4397
H 1.999 0.602 -5.221 -0.02 0.01 0.00 0.4970
H 1.423 -0.304 -3.026 -0.01 0.00 0.00 0.1525
H 1.506 3.560 0.916 0.00 0.01 0.00 0.6566
H 3.193 4.571 2.393 0.00 -0.01 -0.01 0.5124
H 5.187 3.277 3.070 0.00 0.01 -0.03 0.4594
H 5.516 0.975 2.238 -0.01 0.00 0.01 0.4876
H 3.833 -0.068 0.780 0.00 0.00 0.01 0.3314
H -2.103 -1.092 -2.247 -0.04 -0.08 0.03 0.5361
H -2.632 -2.064 -4.468 0.00 -0.01 0.01 0.4886
H -1.031 -3.595 -5.551 0.01 0.02 0.00 0.4572
H 1.100 -4.165 -4.438 -0.01 0.00 0.00 0.4835
H 1.622 -3.247 -2.223 -0.03 -0.03 0.02 0.4342
H 2.392 -2.719 1.068 -0.01 0.01 0.01 0.4421
H 2.517 -4.875 2.257 -0.01 0.01 0.00 0.4902
H 0.525 -6.323 2.413 0.01 -0.01 -0.03 0.4509
H -1.591 -5.656 1.322 0.00 0.02 0.02 0.4873
H -1.727 -3.521 0.097 0.02 -0.02 -0.03 0.4397
N -5.410 0.880 -1.758 0.05 -0.04 -0.04 -0.3528
C -4.098 0.992 -1.552 -0.03 0.07 0.00 0.3484
O -3.500 0.458 -0.625 -0.59 -0.24 -0.35 -0.5713
C -3.351 1.878 -2.527 -0.12 0.02 -0.09 -0.9430
I -1.270 1.763 -2.156 -0.32 0.12 0.32 0.4109
H -5.958 0.280 -1.160 0.00 0.01 0.01 0.2617
H -5.873 1.313 -2.541 0.00 0.01 0.00 0.2261
H -3.649 2.920 -2.422 0.00 0.01 0.00 0.5702
H -3.507 1.565 -3.557 0.04 0.02 -0.02 0.5413

=====

Number 1: energy -3239.47485 hartree. Number 2: energy -6388.23717 hartree. Number 3: energy -3704.88401 hartree.